Entry 1:
103
Properties=species:S:1:pos:R:3:mulliken_charge:R:1 method="wB97M-V/def2-TZVPD" homo_lumo_gap_ev=8.091 e_tot_ev=-71315.415 homo_ev=-11.5 total_charge=+1
C 1.6849 -3.6222 0.8616 -0.784
C 2.5914 -4.0044 -0.3134 -0.333
C 4.0239 -3.5002 -0.2251 -0.547
O 4.2687 -2.2763 -0.9965 -0.541
C 3.3513 -1.3194 -0.9850 0.139
N 2.7519 -1.1269 -2.1899 0.312
C 1.8123 -0.1812 -2.4203 -0.660
O 1.3140 -0.1028 -3.6476 -0.488
C 0.3339 -1.1277 -3.9796 -0.340
C -0.5272 -0.6248 -5.1137 -0.500
O -1.1805 0.5979 -4.8828 -0.478
C -1.9052 0.7084 -3.6647 0.478
C -2.9070 -0.4159 -3.3745 -0.749
C 1.4419 0.6363 -1.3887 -0.187
C 2.0247 0.4943 -0.1240 1.032
C 1.5209 1.3504 0.9888 0.040
C 0.4392 0.5945 1.7907 0.124
C -0.5624 1.5610 2.4257 -0.666
C -1.6265 2.0758 1.4303 -0.748
C -2.9794 1.3588 1.5213 -0.936
C -3.0709 0.0715 0.6687 0.013
C -4.2493 0.0733 -0.3118 0.482
C -5.5586 -0.2726 0.3957 -0.895
O -5.6177 -1.6292 0.7908 -0.344
C -6.0061 -2.4988 -0.2530 -0.593
C 3.0086 -0.4925 0.0665 -0.648
I 4.0178 -0.6864 1.8753 0.198
H 2.2580 -3.5960 1.7915 0.276
H 0.8998 -4.3668 0.9974 0.406
H 1.1956 -2.6554 0.7287 0.007
H 2.1500 -3.7035 -1.2669 0.283
H 2.6605 -5.0947 -0.3518 0.395
H 4.7214 -4.2090 -0.6664 0.342
H 4.3333 -3.3198 0.8045 0.264
H 3.0418 -1.7269 -2.9535 0.396
H -0.2506 -1.3698 -3.0885 0.322
H 0.8521 -2.0315 -4.3147 0.430
H -1.2434 -1.4170 -5.3545 -0.018
H 0.0967 -0.4764 -5.9975 0.461
H -2.4222 1.6646 -3.7431 0.542
H -1.2032 0.8100 -2.8249 -0.570
H -3.8774 0.0061 -3.1089 0.352
H -2.5922 -1.0216 -2.5215 0.219
H -3.0704 -1.0713 -4.2292 0.175
H 0.6889 1.3892 -1.5778 0.589
H 1.0736 2.2538 0.5688 0.694
H 2.3337 1.6575 1.6429 -0.833
H 0.9013 -0.0451 2.5464 0.365
H -0.1074 -0.0782 1.1198 -0.036
H -1.0699 1.0259 3.2337 0.430
H -0.0294 2.4028 2.8743 0.224
H -1.7723 3.1467 1.5857 0.570
H -1.2440 1.9624 0.4079 0.124
H -3.7630 2.0498 1.1963 0.582
H -3.1864 1.1223 2.5665 0.337
H -2.1330 -0.1042 0.1332 -0.226
H -3.2092 -0.7926 1.3263 0.380
H -4.3647 1.0624 -0.7698 0.515
H -4.0787 -0.6346 -1.1264 -0.869
H -5.6371 0.3110 1.3178 0.372
H -6.4248 -0.0148 -0.2272 0.380
H -7.0243 -2.2731 -0.5865 0.299
H -5.9759 -3.5120 0.1458 0.248
H -5.3275 -2.4453 -1.1107 0.170
C 6.9138 3.2890 5.4494 -1.432
C 6.1124 2.7919 4.2778 0.515
C 6.3137 3.5052 2.9564 -0.567
O 5.0302 3.3276 2.3207 -0.351
C 4.1126 3.1829 3.2959 0.559
O 2.9302 3.1760 3.1132 -0.552
O 4.6981 3.0279 4.4888 -0.155
H 6.8147 4.3695 5.5562 0.342
H 6.5656 2.8218 6.3700 0.312
H 7.9659 3.0411 5.3097 0.404
H 6.2398 1.7129 4.1522 0.192
H 7.0942 3.0816 2.3316 0.322
H 6.4836 4.5747 3.0928 0.328
C 0.4108 0.6426 6.2377 -1.261
C 1.4189 1.3431 7.1093 0.434
C 2.1554 2.5011 6.4700 0.181
O 3.3994 2.4922 7.1849 -0.310
C 3.6301 1.2261 7.5954 0.650
O 4.6655 0.8342 8.0266 -0.547
O 2.5229 0.4675 7.4224 -0.399
H 0.8539 0.3752 5.2764 0.089
H 0.0588 -0.2697 6.7171 0.450
H -0.4453 1.2945 6.0626 0.387
H 0.9658 1.6509 8.0558 0.282
H 1.6667 3.4646 6.5870 0.343
H 2.3623 2.3214 5.4134 -0.248
C -5.7912 -0.7185 -7.7750 -1.563
C -4.3858 -1.1224 -7.4196 0.757
C -3.5984 -1.8298 -8.5032 -0.530
O -2.7006 -2.6488 -7.7365 -0.335
C -3.2846 -2.9035 -6.5454 0.669
O -2.8687 -3.6752 -5.7411 -0.534
O -4.3842 -2.1342 -6.3848 -0.357
H -6.3424 -1.5604 -8.1944 0.354
H -6.3240 -0.3715 -6.8910 0.377
H -5.7711 0.0902 -8.5053 0.398
H -3.8200 -0.2681 -7.0346 0.177
H -3.0306 -1.1666 -9.1492 0.312
H -4.2332 -2.4826 -9.1058 0.325



Entry 2:
75
Properties=species:S:1:pos:R:3:mulliken_charge:R:1 method="wB97M-V/def2-TZVPD" de_lowest_kj_mol=349.7 homo_lumo_gap_ev=2.415 e_tot_ev=-80777.805 homo_ev=-10.0 total_charge=+1
C -0.5710 -1.5969 -1.7516 -0.623
C -0.3527 -1.3664 -3.2727 0.645
O -1.0662 -1.7460 -4.1577 -0.519
O 0.7914 -0.5927 -3.6140 -0.297
C 0.5498 0.0870 -4.8323 0.682
O 0.9466 -0.4278 -5.8359 -0.531
C -0.1558 1.4775 -4.8635 -1.413
C -1.1837 1.7146 -3.7074 0.611
C -2.5429 1.1673 -3.9319 -0.544
C -3.6191 1.3092 -2.9594 0.215
C -3.2998 2.0732 -1.7165 0.356
C -1.9613 2.6094 -1.4789 -0.375
C -0.8537 2.4370 -2.4520 0.483
C 0.5938 2.9658 -2.2127 -0.609
C 1.0798 2.4331 -0.7710 -0.537
C 2.3650 1.5325 -0.8490 -0.400
F 2.0434 0.1910 -1.2130 -0.242
C -4.4720 2.2527 -0.7094 0.032
O -4.2407 2.5897 0.4288 -0.557
C -5.9380 1.9840 -1.1906 0.401
P -7.2763 2.7489 -0.1011 0.174
S -6.8821 4.6285 0.2094 -0.385
C -6.2479 1.2599 -2.3034 0.337
C -7.6865 0.9290 -2.8024 -1.260
C -8.5635 0.1807 -1.7278 0.468
O -8.0020 -0.5420 -0.9599 -0.396
Cl -10.3461 0.3947 -1.5710 -0.152
C -5.0491 0.7155 -3.1574 0.122
O -5.1778 -0.1816 -3.9617 -0.580
H 0.1493 -2.4077 -1.4360 0.286
H -1.6383 -1.8705 -1.5558 0.356
H -0.3653 -0.6727 -1.1403 -0.053
H -0.7209 1.5856 -5.8328 0.446
H 0.6129 2.2949 -4.8474 0.397
H -2.7724 0.6047 -4.8742 0.354
H -1.7291 3.1690 -0.5376 0.460
H 0.7046 4.0756 -2.2909 0.378
H 1.3042 2.4953 -2.9520 0.254
H 0.2698 1.7777 -0.3402 0.294
H 1.3317 3.2846 -0.0782 0.283
H 3.1539 1.9252 -1.5415 0.320
H 2.8288 1.4591 0.1812 0.137
H -8.5006 2.6944 -0.8440 0.079
H -7.4468 1.9821 1.0976 0.141
H -8.2152 1.8066 -3.2700 0.427
H -7.5555 0.1853 -3.6478 0.338
C 5.7178 -2.3800 2.2758 -1.687
C 5.1398 -1.3154 3.2512 1.603
C 5.2957 -1.7745 4.7209 -1.257
C 4.2687 -2.8043 5.1864 -0.498
C 2.8513 -2.3616 4.8396 -1.209
C 2.6854 -2.0318 3.3425 1.324
N 3.7130 -1.0460 2.8783 1.007
O 3.3971 0.0829 3.3395 -0.330
C 2.7693 -3.3381 2.5191 -1.639
C 1.2468 -1.5357 3.0828 -1.791
C 6.0546 -0.0866 3.0530 -1.838
H 5.1469 -2.4354 1.3469 0.313
H 6.7398 -2.1460 1.9785 0.483
H 5.7481 -3.3771 2.7182 0.363
H 5.2182 -0.9054 5.3848 0.420
H 6.2987 -2.1803 4.8714 0.367
H 4.4842 -3.7828 4.7499 0.309
H 4.3512 -2.9325 6.2695 0.428
H 2.1461 -3.1445 5.1266 0.423
H 2.5954 -1.4863 5.4483 0.376
H 2.7013 -3.1336 1.4486 0.375
H 1.9444 -4.0028 2.7773 0.457
H 3.6758 -3.9121 2.6952 0.321
H 0.9845 -0.6686 3.6925 0.401
H 0.5247 -2.3145 3.3289 0.444
H 1.1055 -1.2725 2.0320 0.468
H 5.9735 0.3105 2.0383 0.477
H 7.0966 -0.3599 3.2228 0.496
H 5.8329 0.7180 3.7571 0.393



Entry 3:
9
Properties=species:S:1:pos:R:3:mulliken_charge:R:1 method="wB97M-V/def2-TZVPD" de_lowest_kj_mol=441.7 homo_lumo_gap_ev="7.812 / 8.137" e_tot_ev=-18194.510 homo_ev="-7.8 / -8.4" total_charge=0
C 0.1295 -0.1844 0.2700 -0.822
C -0.3952 -0.2600 -1.1402 -0.079
N 1.4122 -0.7633 -2.3456 0.115
O 1.1403 -1.7052 -2.9995 -0.195
Cl -1.3254 -1.5961 -1.5126 -0.147
H -0.5600 -0.7777 1.0644 0.252
H 1.2640 -0.4485 0.3961 0.238
H 0.1842 0.8747 0.6384 0.263
H -0.3743 0.7074 -1.6085 0.375



Entry 4:
11
Properties=species:S:1:pos:R:3:mulliken_charge:R:1 method="wB97M-V/def2-TZVPD" de_lowest_kj_mol=423.8 homo_lumo_gap_ev="7.680 / 7.595" e_tot_ev=-6287.525 homo_ev="-8.3 / -8.4" total_charge=0
O 2.0051 -0.6483 1.0344 -0.513
C 1.1314 -0.4352 -0.0550 -0.363
C -0.2973 -0.3372 0.3809 -0.206
C -1.3107 0.2549 -0.2764 -0.030
C -1.7146 1.0426 -1.3638 -0.439
H 1.9759 0.1384 1.5919 0.305
H 1.4245 0.4339 -0.6657 0.280
H 1.2421 -1.3250 -0.6878 0.232
H -2.2373 -0.2684 0.0031 0.254
H -0.5601 -0.9883 1.2121 0.287
H -1.6590 2.1325 -1.1737 0.193



Entry 5:
17
Properties=species:S:1:pos:R:3:mulliken_charge:R:1 method="wB97M-V/def2-TZVPD" de_lowest_kj_mol=122.2 homo_lumo_gap_ev="7.953 / 3.034" e_tot_ev=-17652.337 multiplicity=2 s_squared=0.75 homo_ev="-11.8 / -11.8" total_charge=+1
C -3.4752 -0.1311 -0.2266 -0.786
S -3.5753 1.2404 -1.3416 0.434
C -1.8179 1.3056 -1.7904 -0.683
H -3.1080 -0.9730 -0.8304 0.361
H -2.8849 0.2563 0.6968 0.355
H -4.4248 -0.4503 0.2347 0.343
H -1.2055 0.5119 -1.3511 0.233
H -1.3303 2.2546 -1.6726 0.374
H -1.7526 0.9548 -2.8674 0.369
N 2.4965 -1.7154 0.8331 -0.580
C 3.1252 -0.4191 0.8848 -0.070
O 3.4739 0.0413 2.1768 -0.533
H 1.4861 -1.6041 0.6900 0.201
H 2.6090 -2.0977 1.7780 0.275
H 2.4900 0.3401 0.4279 0.153
H 4.0065 -0.4248 0.1961 0.246
H 3.8872 0.9107 2.1617 0.309



Entry 6:
14
Properties=species:S:1:pos:R:3:mulliken_charge:R:1 method="wB97M-V/def2-TZVPD" de_lowest_kj_mol=249.0 homo_lumo_gap_ev=8.189 e_tot_ev=-36609.465 homo_ev=-12.7 total_charge=+1
C -1.7299 1.2018 -1.5682 -0.911
C 0.4986 -0.0614 1.3947 -0.981
N 1.5157 -1.0542 0.9096 -0.341
Si -2.0754 -0.0864 -0.2282 0.804
Cl -3.5847 0.4430 1.0000 -0.131
Cl -2.0928 -2.0200 -0.7941 -0.160
H -0.8354 1.3395 -2.2619 0.339
H -2.5206 1.1709 -2.3096 0.341
H -1.8674 2.2674 -1.0634 0.280
H 1.1731 0.8178 1.5044 0.315
H -0.1305 -0.2702 2.2766 0.387
H 2.2332 -1.3056 1.6090 0.350
H 1.7271 -0.6717 0.0129 0.381
H 1.1253 -2.0166 0.7171 0.329



Entry 7:
65
Properties=species:S:1:pos:R:3:mulliken_charge:R:1 method="wB97M-V/def2-TZVPD" de_lowest_kj_mol=262.5 homo_lumo_gap_ev="6.385 / 7.138" e_tot_ev=-81715.361 multiplicity=3 s_squared=2.01 homo_ev="-12.1 / -13.0" total_charge=+2
Ti 0.0167 0.1371 0.7083 -0.609
C -3.3799 -0.5651 0.0241 -1.204
C -2.5885 -1.5332 0.8511 0.713
C -2.9553 -2.8694 0.9759 -0.920
C -2.2011 -3.7102 1.7824 -0.599
C -1.1921 -3.1589 2.5647 -0.781
C -0.8985 -1.8194 2.4086 0.381
N -1.5252 -1.0453 1.5129 0.336
Sb 0.2746 -0.6811 3.8694 0.891
C 1.9672 -0.1248 2.5779 0.281
C 3.2119 -0.5375 3.0146 -0.800
C 4.3369 -0.1481 2.3003 -0.635
C 4.1626 0.7305 1.2430 -0.979
C 2.8877 1.1551 0.8841 0.910
C 2.7241 2.2329 -0.1386 -1.405
N 1.7939 0.6723 1.5093 0.745
C -0.8703 1.0771 3.2411 0.154
C -1.6989 1.7377 4.1325 -0.915
C -2.3315 2.9045 3.7195 -0.516
C -2.0136 3.4166 2.4681 -0.959
C -1.1789 2.7032 1.6223 0.867
C -0.7055 3.2609 0.3186 -0.724
N -0.6803 1.5017 1.9777 0.936
H -4.3383 -0.3944 0.5165 0.441
H -2.8580 0.3962 -0.0708 -0.038
H -3.5916 -0.9716 -0.9638 0.324
H -3.8144 -3.2384 0.4355 0.526
H -2.4100 -4.7672 1.8303 0.491
H -0.6255 -3.7542 3.2681 0.500
H 3.2858 -1.1741 3.8880 0.451
H 5.3208 -0.4899 2.5786 0.487
H 5.0150 1.0945 0.6924 0.545
H 2.8327 3.2041 0.3516 0.326
H 3.5028 2.1584 -0.8938 0.490
H 1.7540 2.1752 -0.6366 0.043
H -1.8489 1.3352 5.1268 0.475
H -3.0284 3.4169 4.3639 0.471
H -2.4039 4.3662 2.1417 0.528
H -0.4016 2.4454 -0.3542 -0.421
H 0.1500 3.9084 0.5206 0.265
H -1.4676 3.8755 -0.1522 0.505
N -1.3338 1.4737 -2.1748 -0.365
N -1.7007 0.2327 -2.7211 -0.216
C -1.1685 -0.8847 -2.1653 -0.454
N -1.3178 -2.0574 -2.7882 -0.260
N -0.5198 -0.7283 -1.0169 0.799
N -0.0334 -1.7859 -0.3850 0.844
O 0.9029 -1.5294 0.4376 -0.408
O -0.4638 -2.9328 -0.5276 -1.001
H -2.1307 2.1058 -2.2356 0.288
H -0.5533 1.8922 -2.6898 0.291
H -1.9497 0.1875 -3.7074 0.233
H -1.8562 -2.1244 -3.6334 0.219
H -1.0925 -2.9006 -2.2617 0.157
C 3.2381 -3.8492 -1.2540 -1.114
N 2.9393 -2.4349 -1.2996 -0.135
C 2.4290 -1.7750 -2.3409 0.889
N 2.2601 -2.3918 -3.5212 -0.376
S 1.9792 -0.1662 -2.1796 -0.563
H 3.7262 -4.0687 -0.3084 0.358
H 3.9171 -4.1335 -2.0590 0.368
H 2.3226 -4.4426 -1.3190 0.339
H 2.8850 -1.9578 -0.4088 0.087
H 2.6639 -3.2974 -3.6996 0.190
H 2.0725 -1.8060 -4.3192 0.250